A cluster of 6 separate species, C11H25BBr2F4O5 in total in a non-equilibrium geometry. Source: OMol25; level of theory: ωB97M-V with the def2-TZVPD basis set.

XYZ file:
```
48
Properties=species:S:1:pos:R:3:lowdin_charge:R:1
C -3.45036 -0.87819 -0.26503 0.1143
C -2.86487 0.41013 -0.29357 0.0369
B -2.23940 1.91217 -0.05323 -0.2835
F -3.09466 3.16216 -0.09377 -0.0118
C -0.63398 2.06472 0.26877 -0.1248
C 0.01650 0.83672 1.14532 -0.1873
C 1.03250 1.30509 2.34365 -0.6425
F 0.37451 2.18710 3.37159 -0.1300
Br 1.53139 -0.39924 3.34793 0.7128
C 2.44304 1.97196 1.84078 -0.6153
F 2.30418 3.08808 0.87724 -0.0564
F 3.40641 0.99461 1.24573 -0.0840
Br 3.34452 2.72660 3.50114 0.7656
H -3.98529 -1.92172 -0.28755 0.0742
H -0.49400 3.13272 0.78246 0.1319
H 0.01552 2.13216 -0.73080 0.1284
H -0.89725 0.28656 1.68043 0.1194
H 0.51290 -0.00050 0.45801 0.1183
C -2.51244 -3.16018 -3.35086 -0.1585
O -1.63491 -2.49701 -2.45956 -0.1542
H -3.52779 -3.11356 -2.95028 0.0718
H -2.48462 -2.66687 -4.32563 0.0793
H -2.21017 -4.20558 -3.45090 0.0461
H -0.74248 -2.55476 -2.84127 0.0564
C 5.51027 5.79033 1.60366 -0.1649
O 5.44169 4.37673 1.64002 -0.1852
H 6.19365 6.13312 2.38409 0.0805
H 5.88309 6.11307 0.62840 0.0752
H 4.51682 6.20900 1.78263 0.0760
H 4.82860 4.10216 0.93704 0.0610
C -3.37126 1.59908 4.01500 -0.1598
O -2.49373 2.26225 4.90631 -0.1258
H -4.38661 1.64570 4.41558 0.0824
H -3.34344 2.09239 3.04024 0.0687
H -3.06900 0.55367 3.91496 0.0753
H -1.60130 2.20449 4.52460 0.0511
C -1.41394 -7.18781 -2.91482 -0.1535
O -1.61160 -6.17043 -3.87926 -0.1487
H -1.20356 -6.72479 -1.94791 0.0838
H -2.31787 -7.79688 -2.83574 0.0769
H -0.56633 -7.81127 -3.20995 0.0762
H -1.79619 -6.61130 -4.72604 0.0909
C 1.70252 -0.79929 -1.99899 -0.1564
O 1.46060 -1.61185 -3.13279 -0.1258
H 0.94523 -1.01248 -1.24093 0.0606
H 2.69290 -1.02221 -1.59433 0.0841
H 1.64255 0.25380 -2.28475 0.0806
H 2.14768 -1.40067 -3.78760 0.0899
```

The value obtained for the LUMO energy is -0.024 Ha. The SMILES is C#CB(F)CC[C@@](F)(Br)C(F)(F)Br.CO.CO.CO.CO.CO. For the HOMO-LUMO gap, the calculation gives 9.14 eV. For the largest force on an atom, the calculation gives 9.59 eV/A.


A structure of composition C11H25ClMnNO6P2 in a non-equilibrium geometry. Source: OMol25; level of theory: ωB97M-V with the def2-TZVPD basis set.

XYZ file:
```
47
Properties=species:S:1:pos:R:3:lowdin_charge:R:1
C 0.31684 3.81237 0.05284 -0.0371
C -0.20993 2.54928 -0.12274 -0.3256
N 0.47871 1.43019 0.17555 0.0648
C 1.70480 1.60816 0.75455 -0.3141
C 2.27702 2.86023 0.97227 -0.0824
C 1.56669 3.99818 0.60610 -0.0457
C -1.59761 2.46462 -0.62959 -0.2486
P -2.33514 0.74203 -0.60029 0.7720
Mn -0.65756 -0.48005 -0.37726 0.3448
P 1.56387 -1.12661 1.68666 0.9581
C 2.54488 0.40063 1.11021 -0.3026
O 0.08151 -0.12602 -5.32318 -0.0636
O 2.72056 -1.53802 -2.16825 -0.1434
H -0.32320 4.66022 -0.16723 0.1212
H 3.29724 2.88108 1.37145 0.0991
H 2.00246 4.98192 0.78014 0.1180
C -3.32399 0.55312 0.91098 -0.2200
C -3.29005 0.44941 -2.08619 -0.2366
H 3.21186 0.02117 0.27482 0.0755
H 3.17428 0.64468 2.00156 0.0317
H -1.66831 2.75753 -1.62232 0.0645
H -2.32845 3.06656 -0.07259 0.1026
C 1.32066 -1.08672 3.42781 -0.2754
C 2.39328 -2.57648 1.11946 -0.2263
H 3.60095 -1.68135 -2.56181 0.0491
H 1.78622 -1.80502 -2.36707 0.0457
H -0.05550 0.10093 -6.22624 0.0094
H 0.85046 0.40956 -5.05881 0.0391
H 0.16966 -0.95117 1.31935 0.0058
H -0.81338 -3.27005 -1.07814 0.0526
H -4.34983 0.84015 0.65034 0.0485
H -3.23439 -0.50666 1.23220 0.0206
H -2.95967 1.28086 1.65024 0.0502
H -4.29161 0.90006 -1.95442 0.0515
H -2.79118 0.92977 -2.95656 0.0604
H -3.39979 -0.65396 -2.21591 0.0662
H 2.99746 -2.92384 1.92873 0.0457
H 1.63816 -3.29556 0.88499 0.0365
H 3.00713 -2.37635 0.26623 0.0287
H 2.03217 -1.74909 3.88841 0.0432
H 1.33871 -0.07423 3.79664 0.0357
H 0.32055 -1.45848 3.58034 0.0446
O -2.18324 -4.79517 0.28681 -0.4098
Cl -1.85984 -3.47174 0.83358 0.7996
O -2.97564 -2.65254 1.31965 -0.4372
O -0.64364 -3.46539 1.69584 -0.4726
O -1.10416 -2.27821 -0.98913 -0.4442
```

The value obtained for the LUMO energy (alpha / beta) is -0.012 / -0.049 Ha. Its spin multiplicity is 5. For the HOMO-LUMO gap (alpha / beta), the calculation gives 2.04 / 5.02 eV. For the largest force on an atom, the calculation gives 3.48 eV/A.


A cluster of 5 separate species, C11H25F3O7S in total in a non-equilibrium geometry. Source: OMol25; level of theory: ωB97M-V with the def2-TZVPD basis set.

XYZ file:
```
47
Properties=species:S:1:pos:R:3:lowdin_charge:R:1
O -5.43243 -1.94381 8.76549 0.1411
H -6.38943 -2.14950 9.04898 0.0748
H -4.91590 -2.75360 8.54845 0.0795
H -5.33479 -1.29829 7.97914 0.0734
C -3.29881 0.13344 7.55234 -0.1101
C -4.02198 -0.13642 6.22549 -0.6297
C -3.26936 -1.08940 5.27557 -0.0910
O -5.30408 -0.64472 6.44059 -0.2760
H -3.91951 0.80398 8.15482 0.0668
H -2.33042 0.65272 7.53725 0.0497
H -3.17241 -0.73373 8.20975 0.0504
H -4.06809 0.84594 5.72443 0.1020
H -2.98332 -2.07516 5.64497 0.0426
H -2.31558 -0.56373 5.08429 0.0467
H -3.70618 -1.12619 4.27886 0.0629
C -7.11267 -4.60740 4.05309 -0.1348
C -8.09220 -4.21014 5.19278 -0.7274
C -7.45123 -4.47703 6.55583 -0.1055
O -8.64830 -2.98370 5.05026 -0.2993
H -6.62380 -5.57521 4.23583 0.0295
H -6.30057 -3.87787 3.94510 0.0494
H -7.58285 -4.61058 3.06659 0.0399
H -8.85693 -5.01593 5.09979 0.0795
H -8.14750 -4.35518 7.38855 0.0438
H -6.66952 -3.74853 6.80061 0.0559
H -7.09387 -5.51443 6.63834 0.0419
C -9.92254 -0.56272 9.88382 -0.6520
F -10.61502 -1.20605 10.83799 0.0934
F -10.77732 0.24475 9.21970 0.0978
F -9.00585 0.17051 10.50755 0.1097
S -9.08817 -1.74388 8.65344 0.4913
O -7.92462 -2.27561 9.34014 -0.3509
O -10.06668 -2.77642 8.34180 -0.3208
O -8.69152 -0.94031 7.50302 -0.2866
C -3.76639 -6.25650 9.14435 -0.1897
C -2.73593 -5.77201 8.16078 -0.1669
C -3.31226 -4.38137 7.88941 -0.1915
O -3.90071 -3.97034 9.12571 -0.1626
C -3.97889 -5.07039 10.03135 -0.1805
H -3.55613 -7.15848 9.72641 0.1115
H -4.65201 -6.53611 8.56862 0.1239
H -2.70809 -6.37198 7.25315 0.1158
H -1.75033 -5.59140 8.59657 0.1110
H -4.02788 -4.48503 7.06627 0.1275
H -2.57241 -3.71698 7.44032 0.1159
H -4.89818 -5.14249 10.61596 0.1284
H -3.20683 -4.88768 10.78694 0.1192
```

The value obtained for the LUMO energy is 0.158 Ha. The net charge is -2. For the HOMO-LUMO gap, the calculation gives 3.50 eV. For the largest force on an atom, the calculation gives 4.44 eV/A.